(1)
ORCA calculation (ωB97M-V with the def2-TZVPD basis set) on the molecule C3H3N3O at a distorted geometry.

The geometry in ORCA input format:
```
! wB97M-V def2-TZVPD RIJCOSX def2/J DEFGRID3
* xyz 0 1
O 1.96 -0.52 -0.11
C 1.15 -1.44 0.42
N 1.23 0.89 -0.03
N 0.03 1.29 0.18
C -1.09 0.64 -0.09
C -1.11 -0.76 -0.19
N -0.07 -1.52 0.01
H 1.94 1.45 0.42
H -2.00 1.23 -0.22
H -2.05 -1.26 -0.40
*
```

## Properties
- Energy above the lowest of the compared OMol25 structures with the same formula, charge and spin: 624.89 kJ/mol
- Gap between HOMO and LUMO: 7.65 eV

---

(2)
ORCA calculation (ωB97M-V with the def2-TZVPD basis set) on the molecule C3H3N3O at a distorted geometry.

The geometry in ORCA input format:
```
! wB97M-V def2-TZVPD RIJCOSX def2/J DEFGRID3
* xyz 0 1
H 2.60 0.75 0.00
N 2.28 -0.16 -0.07
C 1.04 0.02 0.00
N 0.31 1.15 0.09
C -0.98 1.15 -0.02
N -1.83 0.04 -0.06
C -1.15 -1.03 0.01
O 0.19 -1.11 0.03
H -1.46 2.12 -0.04
H -1.48 -2.02 0.07
*
```

## Properties
- Structure (SMILES): [H]/N=c1\ncnco1
- Energy above the lowest of the compared OMol25 structures with the same formula, charge and spin: 127.30 kJ/mol
- Gap between HOMO and LUMO: 9.72 eV

---

(3)
ORCA calculation (ωB97M-V with the def2-TZVPD basis set) on the molecule C3H3N3O.

The geometry in ORCA input format:
```
! wB97M-V def2-TZVPD RIJCOSX def2/J DEFGRID3
* xyz 0 1
H 0.03 0.59 -1.71
N -0.86 1.10 -1.87
N -1.69 0.84 -0.99
C -1.32 -0.09 0.06
O -0.93 0.54 1.28
C 0.02 -0.20 0.59
C 1.26 -0.55 0.77
N 2.39 -0.96 1.02
H -2.04 -0.90 0.17
H 3.14 -0.37 0.67
*
```

## Properties
- Structure (SMILES): [H]/N=N\[C@@H]1OC1=C=N
- Energy above the lowest of the compared OMol25 structures with the same formula, charge and spin: 506.29 kJ/mol
- Gap between HOMO and LUMO: 9.41 eV